CH2N2OS | ωB97M-V/def2-TZVPD

Structure (XYZ):
```
7
Properties=species:S:1:pos:R:3:forces:R:3
C -2.10674 -0.26595 -1.37016 1.599 -2.194 0.127
N -1.43184 -1.23506 -1.20944 -2.156 2.729 -0.382
N 1.59404 1.36485 0.57111 -0.909 -1.747 0.271
O 0.54318 -0.77194 0.83398 -0.470 -0.660 0.478
S 0.53777 0.58223 1.31887 1.687 1.319 -1.288
H 1.92516 2.29503 0.51507 -0.249 1.037 0.616
H -1.06158 -1.96916 -0.65944 0.498 -0.484 0.179
```
Forces are in eV/Å.

Properties
relative energy (zero: lowest compared OMol25 entry of this formula, charge and spin) = 18.2 kcal per mole
orbital gap = 10.15 eV
LUMO = -0.77 eV
HOMO level = -10.92 eV